# 1
{"formula": "C20H25FNbO6", "method": "ωB97M-V with the def2-TZVPD basis set", "max_force_ev_per_a": 2.74, "homo_ev": -4.07, "homo_lumo_gap_ev": 4.1, "charge": -1, "elements": ["C", "C", "Nb", "C", "O", "C", "C", "O", "C", "C", "C", "F", "H", "H", "H", "H", "H", "H", "H", "H", "H", "H", "H", "H", "H", "H", "H", "H", "H", "C", "C", "C", "O", "C", "C", "C", "O", "H", "H", "H", "H", "C", "C", "C", "O", "C", "C", "C", "O", "H", "H", "H", "H"], "xyz": [[3.13665, 1.10458, 1.50979], [2.83248, 2.35690, 1.11064], [1.06058, 2.60628, -0.16222], [2.05897, 1.56940, -1.98911], [1.57787, 0.27865, -2.53111], [0.25559, 0.11703, -2.62820], [-0.26688, -1.10500, -1.90960], [-0.48250, 0.83422, -3.26999], [1.83456, 4.60886, -0.95113], [1.92590, 5.79903, -0.01036], [0.64359, 6.16301, 0.72014], [2.94737, 5.61814, 0.93219], [3.98484, 0.60668, 1.03532], [2.53710, 0.62411, 2.26625], [3.48685, 3.19034, 1.35901], [-0.50699, 2.87837, -1.03190], [0.46160, 0.95944, 0.45751], [0.20274, 3.32215, 1.29612], [2.12827, 2.31232, -2.78984], [3.07921, 1.35038, -1.68777], [-0.85994, -1.69587, -2.60132], [0.58177, -1.72155, -1.62573], [-0.80084, -0.83545, -1.00899], [2.85312, 4.41948, -1.30906], [1.24535, 4.90591, -1.81888], [2.21376, 6.67350, -0.60291], [0.67342, 5.67398, 1.68800], [0.63995, 7.23475, 0.91783], [-0.24202, 5.83382, 0.19402], [0.49595, -2.95342, 5.13547], [0.91339, -2.01311, 4.29209], [0.76432, -0.56998, 4.61267], [1.14107, 0.28445, 3.84706], [0.13082, -0.21924, 5.91001], [-0.28558, -1.16141, 6.75162], [-0.13482, -2.60217, 6.43121], [-0.51314, -3.46089, 7.20136], [0.59396, -4.01008, 4.92147], [1.37537, -2.24649, 3.34112], [0.03107, 0.83753, 6.12254], [-0.74980, -0.92778, 7.70132], [-2.93257, -4.02741, -5.39202], [-2.22821, -4.24563, -4.28480], [-2.82018, -4.95529, -3.12286], [-2.18333, -5.15709, -2.11329], [-4.22847, -5.41221, -3.24569], [-4.93154, -5.19358, -4.35269], [-4.33845, -4.48452, -5.51445], [-4.98087, -4.28999, -6.52410], [-2.52002, -3.51107, -6.24909], [-1.20176, -3.91869, -4.17778], [-4.64097, -5.92763, -2.38771], [-5.95862, -5.51774, -4.46218]]}

=====

# 2
{"formula": "C20H25MoN4O2S", "method": "ωB97M-V with the def2-TZVPD basis set", "relative_energy_ev": 1.2120, "max_force_ev_per_a": 1.57, "homo_ev": [-10.49, -10.59], "homo_lumo_gap_ev": [7.1, 7.0], "charge": 1, "elements": ["Mo", "O", "S", "O", "N", "C", "C", "C", "C", "C", "C", "C", "C", "N", "C", "C", "C", "C", "C", "C", "C", "H", "H", "H", "H", "H", "H", "H", "H", "H", "H", "H", "N", "N", "H", "H", "H", "H", "C", "C", "C", "C", "C", "H", "H", "H", "H", "H", "H", "H", "H", "H", "H"], "xyz": [[-0.23886, 0.90711, 0.71455], [0.29772, 1.70956, -1.48210], [-0.53088, 0.63475, -2.07988], [-1.86040, 0.97642, -2.46763], [-0.47735, -0.38744, -0.82910], [-0.64700, -1.76826, -0.69558], [-0.86425, -2.71502, -1.65106], [-0.95959, -4.07655, -1.26541], [-0.83425, -4.46123, 0.03444], [-0.62300, -3.48758, 1.04599], [-0.50463, -3.78293, 2.42146], [-0.30393, -2.76340, 3.30431], [-0.23379, -1.43971, 2.83844], [-0.35313, -1.11235, 1.56631], [-0.53663, -2.14314, 0.66904], [0.29714, -0.08537, -3.42959], [-0.43004, -0.39606, -4.57097], [0.23081, -0.99994, -5.63079], [1.58677, -1.27864, -5.53658], [2.30330, -0.95586, -4.38842], [1.65855, -0.35746, -3.32216], [-0.96725, -2.43740, -2.69112], [-1.14235, -4.82112, -2.02873], [-0.90316, -5.50484, 0.31195], [-0.58083, -4.80813, 2.76183], [-0.21664, -2.94828, 4.36568], [-0.09876, -0.62169, 3.53213], [-1.48506, -0.16343, -4.61669], [-0.31228, -1.24171, -6.53416], [2.09528, -1.74387, -6.37072], [3.36385, -1.16107, -4.33546], [2.19040, -0.09586, -2.41713], [2.58778, 1.29293, 1.92384], [2.17048, 0.68897, 0.67814], [3.60043, 1.30813, 1.99751], [2.22813, 0.72281, 2.67834], [2.60969, -0.21947, 0.56314], [2.48108, 1.31220, -0.05968], [-2.28358, 3.57427, 1.86390], [-0.95679, 2.95744, 2.32909], [-0.56162, 3.52709, 3.68927], [0.13317, 3.33683, 1.29845], [-1.09001, 1.43450, 2.32030], [-2.20472, 4.66370, 1.84825], [-3.09463, 3.30208, 2.54199], [-2.54588, 3.22603, 0.86389], [-0.46376, 4.61293, 3.62856], [0.38838, 3.11199, 4.03203], [-1.32691, 3.29769, 4.43341], [0.09356, 4.39633, 1.04790], [-0.08814, 2.85004, 0.32796], [1.12969, 3.10309, 1.66480], [-1.72616, 1.03092, 3.10602]]}

=====

# 3
{"formula": "C20H25N2", "method": "ωB97M-V with the def2-TZVPD basis set", "relative_energy_ev": 0.0000, "max_force_ev_per_a": 1.49, "homo_ev": -11.59, "homo_lumo_gap_ev": 9.0, "charge": 1, "elements": ["C", "C", "C", "C", "C", "C", "C", "C", "N", "C", "C", "C", "N", "C", "C", "C", "C", "C", "C", "C", "C", "C", "H", "H", "H", "H", "H", "H", "H", "H", "H", "H", "H", "H", "H", "H", "H", "H", "H", "H", "H", "H", "H", "H", "H", "H", "H"], "xyz": [[-4.43213, -0.25497, -2.33404], [-3.00097, 0.00197, -1.98281], [-2.04325, -0.98773, -2.22644], [-0.71992, -0.79268, -1.84545], [-0.33775, 0.35797, -1.14524], [1.04245, 0.37604, -0.49645], [0.93452, 0.23679, 1.02408], [0.23749, -1.01734, 1.46803], [-0.99468, -1.06462, 1.98296], [-1.78036, 0.04879, 2.45007], [-1.33284, -2.40102, 2.43263], [-0.18238, -3.23758, 1.93629], [0.72560, -2.25466, 1.36477], [2.05404, -2.63327, 0.94736], [1.96799, 1.55470, -0.85265], [3.35254, 1.29421, -0.83005], [4.26298, 2.34759, -0.74574], [3.80574, 3.66693, -0.67548], [2.44465, 3.92243, -0.85966], [1.52971, 2.87018, -1.02735], [-1.27976, 1.37326, -0.95668], [-2.58511, 1.21805, -1.43603], [-5.03575, 0.65130, -2.23586], [-4.52282, -0.63984, -3.35755], [-4.86546, -1.01660, -1.67227], [-2.35336, -1.92303, -2.70708], [0.02674, -1.56415, -2.07094], [1.56892, -0.52277, -0.84665], [0.39138, 1.09054, 1.45319], [1.94865, 0.23048, 1.44995], [-1.62206, 0.93577, 1.82831], [-2.83709, -0.23976, 2.41867], [-1.52928, 0.29306, 3.49490], [-2.29894, -2.71650, 2.03200], [-1.39779, -2.42659, 3.52876], [-0.49132, -3.97283, 1.18740], [0.31729, -3.78371, 2.74550], [2.81653, -1.95543, 1.35624], [2.25483, -3.63696, 1.34081], [2.14945, -2.66647, -0.14896], [3.70468, 0.25664, -0.86316], [5.33043, 2.12771, -0.70860], [4.50534, 4.48497, -0.49579], [2.07271, 4.94530, -0.86640], [0.49020, 3.08684, -1.27495], [-1.00055, 2.28897, -0.43214], [-3.29128, 2.04806, -1.34750]]}

=====

# 4
{"formula": "C20H25N3O5S", "method": "ωB97M-V with the def2-TZVPD basis set", "relative_energy_ev": 1.6493, "max_force_ev_per_a": 1.22, "homo_ev": -8.03, "homo_lumo_gap_ev": 8.5, "elements": ["C", "O", "C", "C", "C", "N", "C", "O", "C", "N", "C", "C", "C", "C", "C", "S", "O", "O", "N", "C", "C", "C", "C", "C", "C", "C", "O", "C", "C", "H", "H", "H", "H", "H", "H", "H", "H", "H", "H", "H", "H", "H", "H", "H", "H", "H", "H", "H", "H", "H", "H", "H", "H", "H"], "xyz": [[3.07629, 5.31975, -3.21851], [3.03105, 3.91328, -3.22951], [1.92004, 3.29924, -2.73288], [1.93723, 1.90517, -2.76935], [0.84887, 1.19283, -2.29458], [0.92020, -0.21154, -2.31937], [-0.10085, -1.09400, -2.27813], [-1.27800, -0.83518, -2.39502], [0.38204, -2.54206, -2.07979], [1.51783, -2.62491, -1.18800], [1.42002, -2.26829, 0.14183], [2.39984, -2.69150, 1.04792], [2.37647, -2.28259, 2.36682], [1.36966, -1.44604, 2.82720], [0.39797, -1.04087, 1.93488], [-0.92820, 0.04373, 2.47636], [-1.29635, 0.89078, 1.37773], [-0.53402, 0.65092, 3.71249], [-2.26328, -0.89830, 2.81486], [-2.87621, -1.58808, 1.70042], [-2.34783, -3.03588, 1.73996], [-1.75517, -3.20128, 3.15082], [-2.08375, -1.87754, 3.86277], [0.40387, -1.43489, 0.61528], [-0.25806, 1.84230, -1.76415], [-0.26384, 3.22956, -1.71330], [-1.27288, 3.96900, -1.19984], [-2.36981, 3.29210, -0.61649], [0.82143, 3.95835, -2.20854], [2.27084, 5.75166, -3.82061], [4.03704, 5.58692, -3.65629], [3.01943, 5.71502, -2.19955], [2.80479, 1.40611, -3.17086], [1.85475, -0.59694, -2.30468], [-0.48003, -3.12620, -1.72794], [0.68032, -2.93389, -3.05554], [2.14422, -3.39723, -1.36310], [3.19144, -3.34035, 0.70021], [3.14911, -2.61795, 3.04196], [1.33595, -1.09432, 3.84476], [-2.64414, -1.05482, 0.78088], [-3.96039, -1.57014, 1.84709], [-3.15475, -3.74302, 1.55624], [-1.58244, -3.19026, 0.98065], [-2.18812, -4.04851, 3.67933], [-0.67619, -3.34688, 3.09943], [-1.30433, -1.53137, 4.53851], [-3.02314, -1.95976, 4.41786], [-0.37344, -1.06072, -0.02584], [-1.07998, 1.26695, -1.38049], [-2.92609, 2.72613, -1.36987], [-3.00734, 4.07389, -0.20691], [-2.04783, 2.61947, 0.18301], [0.76579, 5.03213, -2.15012]]}

=====

# 5
{"formula": "C20H25N3O6S", "method": "ωB97M-V with the def2-TZVPD basis set", "relative_energy_ev": 2.0148, "max_force_ev_per_a": 0.85, "homo_ev": -8.79, "homo_lumo_gap_ev": 9.2, "elements": ["C", "C", "C", "C", "N", "C", "O", "C", "O", "C", "O", "C", "C", "N", "N", "C", "O", "C", "C", "C", "C", "C", "C", "C", "C", "C", "S", "O", "O", "C", "H", "H", "H", "H", "H", "H", "H", "H", "H", "H", "H", "H", "H", "H", "H", "H", "H", "H", "H", "H", "H", "H", "H", "H", "H"], "xyz": [[-4.54467, -2.77672, -1.45926], [-3.83115, -1.91190, -0.42333], [-4.75981, -0.82360, 0.10805], [-2.57690, -1.28914, -1.05778], [-1.82453, -0.45867, -0.13707], [-1.05050, -0.95288, 0.85074], [-0.45359, -0.24930, 1.64495], [-0.87037, -2.47511, 0.98694], [0.47128, -2.68571, 1.41370], [1.39468, -2.12281, 0.62354], [1.12881, -1.61687, -0.43601], [2.77393, -2.21997, 1.23504], [3.72797, -1.27494, 0.56566], [4.70594, -1.82038, -0.07354], [5.58053, -1.05034, -0.72012], [5.55880, 0.32198, -0.83795], [6.40852, 0.89879, -1.48761], [4.44880, 0.95081, -0.11587], [4.30452, 2.33815, -0.14735], [3.26468, 2.93790, 0.52713], [2.36406, 2.16124, 1.25400], [2.49823, 0.78959, 1.30050], [3.53538, 0.15570, 0.60432], [-1.76030, 0.97818, -0.41355], [-0.36307, 1.35894, -0.93879], [-0.35020, 2.85049, -1.16907], [-1.33794, 3.48125, 0.23474], [-0.48445, 4.01395, 1.25894], [-2.38607, 4.33500, -0.25619], [-2.05454, 1.88661, 0.76853], [-5.42106, -3.24501, -1.01969], [-3.88769, -3.56019, -1.82946], [-4.86793, -2.17153, -2.30306], [-3.52659, -2.54597, 0.41462], [-5.64702, -1.26950, 0.55002], [-4.25867, -0.23302, 0.87060], [-5.07526, -0.16248, -0.69610], [-1.93420, -2.07254, -1.47019], [-2.88954, -0.66403, -1.89606], [-1.04903, -3.01784, 0.05750], [-1.49534, -2.86657, 1.79060], [2.69203, -2.02345, 2.30521], [3.14297, -3.23847, 1.09745], [6.32122, -1.55477, -1.19570], [5.02548, 2.91020, -0.71150], [3.14201, 4.01022, 0.50279], [1.54813, 2.64389, 1.77195], [1.78584, 0.20768, 1.86361], [-2.49901, 1.19058, -1.19243], [0.37718, 1.09106, -0.18501], [-0.13567, 0.79594, -1.84505], [0.64174, 3.28595, -1.12699], [-0.86656, 3.15006, -2.07642], [-3.11249, 2.03475, 0.95575], [-1.52855, 1.57480, 1.66429]]}

=====

# 6
{"formula": "C20H25N4O2PdS", "method": "ωB97M-V with the def2-TZVPD basis set", "max_force_ev_per_a": 0.47, "homo_ev": -11.32, "homo_lumo_gap_ev": 8.2, "charge": 1, "elements": ["Pd", "C", "C", "N", "C", "C", "C", "S", "N", "C", "O", "C", "C", "C", "C", "C", "C", "H", "H", "H", "H", "H", "H", "H", "H", "H", "H", "H", "H", "H", "H", "H", "C", "C", "O", "N", "C", "C", "C", "C", "C", "C", "N", "H", "H", "H", "H", "H", "H", "H", "H", "H", "H"], "xyz": [[-0.88002, -0.93544, -0.31394], [3.94017, 2.80076, 1.17287], [3.83195, 2.11354, -0.18009], [3.23014, 0.76847, -0.10148], [4.13827, -0.38251, -0.11833], [4.55587, -0.84860, 1.26955], [1.90868, 0.64843, 0.01752], [1.28362, -0.96713, 0.25194], [1.21569, 1.78406, 0.05046], [-0.08430, 1.89929, -0.12153], [-0.90678, 1.00967, -0.51217], [-0.66981, 3.24634, 0.09464], [-2.05279, 3.38615, 0.18841], [-2.60770, 4.63871, 0.38930], [-1.78720, 5.75478, 0.48504], [-0.40871, 5.61831, 0.39125], [0.15117, 4.36659, 0.19958], [4.41619, 3.77387, 1.04961], [4.54491, 2.21830, 1.86721], [2.95412, 2.95081, 1.60840], [4.81932, 1.98045, -0.61888], [3.23841, 2.71136, -0.86778], [5.01316, -0.08070, -0.69168], [3.65581, -1.19043, -0.66666], [5.04700, -0.04899, 1.82250], [5.25882, -1.67717, 1.18073], [3.69803, -1.19068, 1.84797], [-2.67926, 2.50831, 0.10987], [-3.68094, 4.74734, 0.47070], [-2.22331, 6.73427, 0.63134], [0.22881, 6.48902, 0.46612], [1.22287, 4.24497, 0.12736], [-4.65953, -1.20108, -2.23289], [-3.79619, -1.49725, -1.04608], [-3.00290, -0.66007, -0.58709], [-3.94597, -2.68290, -0.43941], [-3.15880, -3.03559, 0.73431], [-1.89494, -3.74669, 0.32275], [-1.80302, -5.12235, 0.44061], [-0.68720, -5.78474, -0.04354], [0.30405, -5.03990, -0.65414], [0.16075, -3.66779, -0.71951], [-0.90413, -3.01729, -0.22208], [-4.22720, -0.37419, -2.78769], [-5.65483, -0.91343, -1.89087], [-4.75955, -2.07279, -2.87877], [-4.55198, -3.37419, -0.85083], [-3.75817, -3.67730, 1.37584], [-2.92671, -2.12050, 1.27636], [-2.61400, -5.66704, 0.90434], [-0.60361, -6.85954, 0.04326], [1.18694, -5.50175, -1.07119], [0.92481, -3.05576, -1.17319]]}